ORCA calculation (ωB97M-V/def2-TZVPD) on the ion C5H7N6 with charge +1.

SMILES string: C[C@]1(c2nnc[nH]2)N=NC=[NH+]1
E_tot: -522.8907 Eh
strongest force on any atom: 4.3 eV Å⁻¹
net charge: +1
multiplicity: 1
LUMO: -6.500 eV

Each line ends with the Mulliken charge.
Geometry (Å):
1 C -2.95829 -0.37358 0.51435  -0.0331
2 C -0.82844 -0.14046 0.10420  -0.5125
3 C 2.06827 -1.45303 -0.57589  -0.0918
4 C 0.68674 0.14867 0.02579  1.5523
5 C 0.96820 1.63688 -0.04595  -1.2082
6 N -2.78498 -0.43192 -0.79212  -0.5953
7 N -1.49542 -0.38647 -1.03611  -0.0367
8 N 2.06765 -1.36006 0.80813  -0.3334
9 N 1.29322 -0.49651 1.16353  -0.0478
10 N -1.78532 -0.10887 1.15738  -0.0747
11 N 1.22503 -0.61792 -1.08850  -0.0633
12 H -4.00407 -0.33408 0.82788  0.4109
13 H 2.63907 -2.08765 -1.09144  0.5291
14 H 1.99665 1.66113 0.59784  0.3369
15 H 0.23723 2.30259 0.47150  0.2931
16 H 1.16038 2.20363 -0.98922  0.3418
17 H -1.63282 0.15330 2.07701  0.1822
18 H 1.14690 -0.31563 -2.12839  0.3505